Below is a cluster of 2 separate species, CHFNO2 in total, with properties calculated with the ωB97M-V functional and the def2-TZVPD basis.

The total energy is -9353.76496 eV. The energy above the lowest of the compared OMol25 structures with the same formula, charge and spin comes out at 28.7 kcal/mol. The LUMO energy (alpha / beta) is 3.83 / 3.83 eV. As for the charge: -1. As for the spin multiplicity: 1. For the HOMO energy (alpha / beta), the calculation gives -0.056 / -0.056 Ha. The value obtained for the orbital gap (alpha / beta) is 0.197 / 0.197 hartree.

Geometry (Å):
C  1.56343  -0.24601  0.03303
N  -1.29300  0.24669  0.36541
O  2.12198  0.66578  0.52058
O  1.45243  -1.35087  -0.40950
F  -2.03399  1.21469  -0.36646
H  -1.81086  -0.53029  -0.14306

Atom-resolved charges from Mulliken, all expressed in e: 0.53 -0.49 -0.38 -0.38 -0.32 0.05